Arrangement one

Computed, not measured: a cluster of 2 separate species, C4H12OS in total, with ωB97M-V/def2-TZVPD.

Highest occupied orbital energy ... -8.978 eV
HOMO-LUMO gap ... 9.64 eV
SMILES ... CCO.CCS

```
! RIJCOSX wB97M-V def2-TZVPD def2/J DEFGRID3
* xyz 0 1
C 0.1815 0.4655 -2.8806
C -1.0660 0.8718 -2.0190
S -2.3039 -0.3271 -2.3513
H 1.1199 0.8445 -2.4124
H 0.1771 0.8161 -3.8608
H 0.2095 -0.6723 -2.9646
H -0.4978 1.0947 -0.9620
H -1.5518 1.9191 -2.0106
H -3.3939 0.3917 -2.4353
C 1.5099 -0.2483 3.6571
O 2.2345 0.9281 3.0950
C 1.5526 -1.4114 2.7845
H 1.9799 -0.2583 4.6249
H 0.3982 0.0844 3.7263
H 2.4823 0.7767 2.1905
H 0.6194 -1.5950 2.1722
H 2.5221 -1.2913 2.1305
H 1.8538 -2.3676 3.4108
*
```

Arrangement two

Computed, not measured: a cluster of 2 separate species, C4H12OS in total, with ωB97M-V/def2-TZVPD.

Highest occupied orbital energy ... -8.537 eV
HOMO-LUMO gap ... 9.29 eV
SMILES ... CCSCC.O

```
! RIJCOSX wB97M-V def2-TZVPD def2/J DEFGRID3
* xyz 0 1
S 1.6887 0.6513 -1.5263
C -0.8516 0.6835 -2.5631
C 0.6526 0.4075 1.0940
C 0.2985 1.6015 -2.2290
C 1.0040 -0.3820 -0.1872
H -1.2583 0.3479 -1.5943
H -0.4796 -0.1976 -3.1127
H -1.6667 1.1437 -3.1465
H -0.3585 0.8250 0.9525
H 1.3768 1.2392 1.1146
H 0.6857 -0.1121 2.0664
H 0.6669 1.9493 -3.2133
H 0.0430 2.4966 -1.6298
H 0.2634 -1.1214 -0.5482
H 1.9220 -0.9340 0.0920
O -1.4251 -3.0788 4.4841
H -1.0796 -3.4155 5.3417
H -1.4821 -2.1040 4.6051
*
```

Arrangement three

Computed, not measured: a cluster of 2 separate species, C4H12OS in total, with ωB97M-V/def2-TZVPD.

Highest occupied orbital energy ... -8.856 eV
HOMO-LUMO gap ... 9.51 eV
SMILES ... CCCCS.O

```
! RIJCOSX wB97M-V def2-TZVPD def2/J DEFGRID3
* xyz 0 1
C 1.9227 1.7961 -0.5957
C 1.3067 0.4503 -0.8190
C -0.1793 0.4233 -0.4930
C -0.4997 1.0425 0.8988
S -2.0262 0.2874 1.6118
H 1.3940 2.5529 -1.1690
H 2.9594 1.8668 -0.9354
H 1.9077 2.0770 0.4553
H 1.4640 0.1405 -1.8435
H 1.8320 -0.2717 -0.2024
H -0.7383 1.0030 -1.2323
H -0.5559 -0.5964 -0.6149
H 0.2882 0.7959 1.5983
H -0.7833 2.0743 0.7394
H -1.7322 -0.9851 1.4104
H -2.5090 -4.2175 -0.3223
H -2.2493 -4.2771 1.1892
O -1.8016 -4.1621 0.3245
*
```

Short version: arrangement three, arrangement two, arrangement one, most stable first.

Arrangement one

Computed, not measured: a cluster of 5 separate species, C5H20O5 in total, with ωB97M-V/def2-TZVPD.

Highest occupied orbital energy ... -10.111 eV
HOMO-LUMO gap ... 10.60 eV
SMILES ... CO.CO.CO.CO.CO

```
! RIJCOSX wB97M-V def2-TZVPD def2/J DEFGRID3
* xyz 0 1
C -1.1512 -3.9853 -2.1842
O -0.7816 -3.9680 -0.8184
H -0.7838 -4.9096 -2.6535
H -2.2317 -4.1088 -2.3314
H -0.8141 -3.1531 -2.7923
H -1.3408 -4.6091 -0.3743
C -1.6453 2.9254 3.0246
O -2.2316 2.7732 4.3194
H -2.0987 2.2177 2.3263
H -1.7216 3.9618 2.6772
H -0.5728 2.7269 3.0332
H -3.1700 2.6530 4.1506
C -0.8084 -0.1530 0.4338
O -0.1504 -0.1958 1.6995
H -1.8342 0.2079 0.5613
H -0.2961 0.5304 -0.2391
H -0.8497 -1.1501 -0.0133
H -0.6717 -0.7962 2.2396
C 0.7424 -0.6597 -3.5957
O 1.3743 0.5835 -3.7771
H 0.3217 -0.7839 -2.5954
H -0.0551 -0.9082 -4.2968
H 1.4661 -1.4598 -3.7953
H 2.1340 0.6310 -3.1950
C 3.1643 1.9968 1.1984
O 2.0672 2.3092 2.0709
H 3.5312 0.9798 1.3323
H 2.8567 2.1597 0.1579
H 3.9781 2.7049 1.3587
H 1.5726 1.4795 2.0782
*
```

Arrangement two

Computed, not measured: a cluster of 5 separate species, C5H20O5 in total, with ωB97M-V/def2-TZVPD.

Highest occupied orbital energy ... -9.670 eV
HOMO-LUMO gap ... 10.35 eV
SMILES ... CO.CO.CO.CO.CO

```
! RIJCOSX wB97M-V def2-TZVPD def2/J DEFGRID3
* xyz 0 1
C -11.1520 7.6920 -14.6806
O -10.8316 6.3886 -15.1407
H -11.4148 8.3735 -15.4947
H -12.0222 7.5965 -14.0362
H -10.3260 8.1305 -14.1149
H -10.2250 6.4580 -15.8845
C -9.3727 3.9096 -13.1710
O -9.7067 3.8059 -14.5481
H -10.2615 3.9462 -12.5354
H -8.7810 3.0370 -12.9145
H -8.7848 4.8112 -12.9757
H -10.2189 4.5919 -14.7821
C -9.7608 2.3845 -17.7603
O -10.8273 2.8327 -16.9454
H -9.7296 2.9937 -18.6651
H -8.7938 2.4600 -17.2571
H -9.9077 1.3404 -18.0574
H -10.4990 2.9051 -16.0379
C -7.5903 0.5077 -11.8668
O -7.0563 0.6783 -10.5666
H -8.6835 0.4946 -11.8686
H -7.2302 1.3355 -12.4710
H -7.2470 -0.4153 -12.3539
H -7.2563 -0.1043 -10.0454
C -10.2613 6.8973 -11.2958
O -9.6474 5.9731 -10.4093
H -9.5408 7.6240 -11.6828
H -10.6520 6.3148 -12.1265
H -11.0888 7.4321 -10.8207
H -9.2619 6.4621 -9.6775
*
```

Short version: arrangement two, arrangement one, most stable first.

Arrangement one

Computed, not measured: a structure of composition CH3ClNO2S, with ωB97M-V/def2-TZVPD.

Highest occupied orbital energy ... -4.632 eV
HOMO-LUMO gap ... 8.01 eV

```
! RIJCOSX wB97M-V def2-TZVPD def2/J DEFGRID3
* xyz -1 1
C 0.2741 0.9385 0.8973
N -0.5641 -0.0116 0.8008
O -3.1585 -0.1029 1.3066
O -2.0729 2.3497 0.2512
S -2.3920 0.1648 0.1311
Cl -2.6562 -1.8731 -1.5293
H 1.2822 0.8320 1.2440
H 0.1253 1.9529 0.6772
H -1.0188 2.6178 0.3157
*
```

Arrangement two

Computed, not measured: the ion CH3ClNO2S with charge -1, with ωB97M-V/def2-TZVPD.

Highest occupied orbital energy ... -4.544 eV
HOMO-LUMO gap ... 8.27 eV

```
! RIJCOSX wB97M-V def2-TZVPD def2/J DEFGRID3
* xyz -1 1
C -0.0848 0.2443 -0.1824
N -1.3016 0.6322 0.4215
O -3.5905 1.4067 0.6408
O 1.1692 0.2016 0.6870
S -2.6809 0.7923 -0.2999
Cl -3.8343 -1.4283 -0.3727
H -0.2009 -0.7909 -0.4471
H 0.1544 1.0605 -0.8968
H 1.1143 0.9366 1.3593
*
```

Short version: arrangement two, arrangement one, most stable first.

Arrangement one

Computed, not measured: an isolated molecule of C5H4FNO, with ωB97M-V/def2-TZVPD.

Highest occupied orbital energy ... -10.535 eV
HOMO-LUMO gap ... 10.83 eV
SMILES ... N#C/C=C(/F)[C@@H]1CO1

```
! RIJCOSX wB97M-V def2-TZVPD def2/J DEFGRID3
* xyz 0 1
C 0.8187 -0.6905 0.3489
C 1.0044 -0.8771 -0.9579
C 0.0443 -0.4506 -1.9296
C -0.3410 -0.0612 1.0352
C -0.9179 1.1964 0.5684
H 1.9003 -1.3593 -1.3055
H -0.9395 -0.7493 1.6219
H -0.5388 1.6632 -0.3381
H -1.9826 1.3994 0.7804
N -0.7314 -0.1083 -2.7138
O -0.0617 1.1692 1.6878
F 1.7451 -1.1317 1.2021
*
```

Arrangement two

Computed, not measured: an isolated molecule of C5H4FNO, with ωB97M-V/def2-TZVPD.

Highest occupied orbital energy ... -8.606 eV
HOMO-LUMO gap ... 8.32 eV
SMILES ... NC1=CC(=O)C(F)=C1

```
! RIJCOSX wB97M-V def2-TZVPD def2/J DEFGRID3
* xyz 0 1
C 0.6369 -0.3173 -0.0861
C -0.2464 -0.3795 -1.1792
C -1.5268 0.0450 -0.6477
C -1.2826 0.6826 0.6509
C -0.0098 0.6427 0.9193
H 2.2487 -1.3406 -0.5912
H 2.3894 -0.4140 0.9543
H 0.0477 -0.8890 -2.1614
H 0.6878 0.9559 1.7871
N 1.9678 -0.4810 0.0338
O -2.6856 0.1699 -1.0000
F -2.2271 1.3254 1.3203
*
```

Short version: arrangement one, arrangement two, most stable first.